<P>
Density functional theory data (wB97M-V/def2-TZVPD) for 2 unconnected molecules or ions with the total composition C6H10N2.

```
18
Properties=species:S:1:pos:R:3:nbo_charge:R:1
C 2.2710 0.4624 -1.2553 -0.16
C 1.0129 0.6965 -1.7936 -0.27
C -0.0361 -0.1546 -1.4825 0.02
N 0.0479 -1.2108 -0.6110 -0.44
C 1.3446 -1.4332 0.0139 0.00
C 2.3577 -0.4352 -0.1434 -0.27
H 3.2059 1.0350 -1.4130 0.22
H 0.8528 1.5319 -2.3727 0.22
H -1.1913 0.2248 -1.5294 0.23
H 1.1325 -2.1402 1.0300 0.22
H 3.3475 -0.4551 0.2217 0.22
C -1.7987 0.7468 1.5642 -0.46
N -2.6339 -0.2601 0.7769 -0.83
H -2.4899 1.5365 1.7473 0.21
H -1.0089 0.3322 2.2128 0.19
H -1.1910 1.3523 0.9594 0.19
H -2.0944 -1.1659 0.5636 0.37
H -3.1285 -0.6634 1.5111 0.34
```

* HOMO energy: -9.5 eV
* SMILES: c1ccncc1.CN
* HOMO-LUMO gap: 9.966 eV

<Q>
Density functional theory data (wB97M-V/def2-TZVPD) for C6H10N2 in the gas phase.

```
18
Properties=species:S:1:pos:R:3:nbo_charge:R:1
C 0.1082 -1.0562 1.4414 -0.45
C 0.2835 0.4235 1.1565 -0.08
N -1.0721 0.8932 0.7365 -0.58
C -1.0524 0.0649 -0.4857 -0.13
C -0.3032 0.9044 -1.2498 -0.42
C 1.0065 0.5864 -0.2986 -0.08
N 1.1871 -0.8561 -0.6405 -0.63
C -0.0990 -1.1945 -0.0880 -0.05
H 0.7653 -1.7742 1.7543 0.23
H -0.6283 -1.0503 2.2732 0.23
H 0.7579 0.8176 2.0868 0.22
H -0.8329 1.9210 0.3184 0.33
H -1.9089 -0.2370 -1.0288 0.20
H -0.7348 1.8033 -1.0330 0.19
H -0.1021 0.6216 -2.2407 0.20
H 1.9468 1.1399 -0.4950 0.21
H 1.3801 -0.8900 -1.5825 0.37
H -0.7015 -2.1174 -0.6247 0.20
```

* HOMO energy: -9.1 eV
* SMILES: C1[C@@H]2N[C@H]3C[C@@H]2N[C@@H]13
* HOMO-LUMO gap: 10.088 eV

<R>
Density functional theory data (wB97M-V/def2-TZVPD) for C6H10N2 in the gas phase.

```
18
Properties=species:S:1:pos:R:3:nbo_charge:R:1
H -0.0282 2.7678 0.4698 0.34
N -0.5866 2.5756 -0.3629 -0.58
C -0.7626 1.3562 -0.5938 0.15
C -0.2295 0.1939 0.1809 -0.22
C 1.0326 -0.4673 -0.4508 -0.36
C 0.7143 -1.1206 -1.7882 -0.61
C -1.2210 -0.6452 0.9633 -0.50
C -0.1517 0.2489 1.6337 0.36
N 0.5140 0.6275 2.6049 -0.61
H 0.3194 0.1866 3.5064 0.35
H -1.3805 1.0982 -1.4497 0.17
H 1.4156 -1.2169 0.2415 0.21
H 1.7923 0.3079 -0.5717 0.22
H 1.6061 -1.6071 -2.1809 0.22
H 0.3708 -0.3880 -2.5205 0.21
H -0.0648 -1.8740 -1.6616 0.20
H -1.0841 -1.7143 1.0527 0.22
H -2.2561 -0.3293 0.9270 0.24
```

* HOMO energy: -9.1 eV
* SMILES: [H]/N=C\[C@]1(CC)C/C1=N\[H]
* HOMO-LUMO gap: 9.951 eV

<S>
Density functional theory data (wB97M-V/def2-TZVPD) for a molecular structure, C6H10N2.

```
18
Properties=species:S:1:pos:R:3:nbo_charge:R:1
C -0.3522 -1.6577 1.2789 -0.67
C -0.1043 -0.9586 -0.2304 -0.18
C -1.4482 -0.3914 -0.7216 -0.03
C -2.5492 0.2542 -0.7968 -0.29
C 2.3588 -0.1852 -0.6243 -0.44
C -0.2911 1.8420 0.6620 -0.12
H 0.7669 -1.3410 2.0869 0.30
H -0.7192 -2.8438 0.3039 0.24
H -1.8355 -1.3322 1.9368 0.25
H 0.3708 -1.7057 -0.8156 0.22
H -3.5620 1.0513 -0.6934 0.30
H 2.6284 -1.1094 0.0784 0.19
H 2.6921 -0.5894 -1.7307 0.21
H 2.9103 0.8985 -0.4217 0.25
H -1.2191 2.1190 0.0365 0.22
H -0.1014 2.4477 1.6968 0.19
N 0.8987 0.1638 -0.5338 -0.34
N 0.8707 1.1199 0.5502 -0.29
```

* HOMO energy: -8.4 eV
* HOMO-LUMO gap: 8.543 eV

Result of the stability comparison: <R> is the most stable of them.